1.
Density functional theory data (ωB97M-V/def2-TZVPD) for 2 unconnected molecules or ions with the total composition C6H17NO2 in a non-equilibrium geometry.

## Properties
- DFT total energy (eV) = -12079.545
- energy above the lowest of the compared OMol25 structures with the same formula, charge and spin (eV) = 3.424

Atoms and positions in Å:
C -1.047 -1.818 -0.540
N -0.841 -0.372 -0.487
C -1.391 0.668 0.456
C -0.171 1.386 1.054
C 0.579 2.282 0.035
O 1.121 1.686 -1.186
C -2.161 0.024 1.648
C 0.175 -2.533 -0.028
H -1.965 -2.263 -0.289
H -0.839 -2.040 -1.663
H -1.230 -0.092 -1.389
H -2.181 1.227 0.029
H -0.427 1.994 1.875
H 0.610 0.586 1.416
H 1.502 2.578 0.800
H -0.067 2.974 -0.506
H 1.103 0.810 -1.080
H -2.522 -0.932 1.236
H -1.439 -0.429 2.379
H -2.915 0.599 2.124
H 0.313 -2.378 1.053
H 1.209 -2.271 -0.552
H 0.173 -3.608 -0.213
H 2.824 -1.176 -1.483
H 2.819 0.105 -0.755
O 3.005 -0.827 -0.730



2.
Density functional theory data (ωB97M-V/def2-TZVPD) for 2 unconnected molecules or ions with the total composition C2H2NO3 in a non-equilibrium geometry.

## Properties
- DFT total energy (eV) = -9739.841
- energy above the lowest of the compared OMol25 structures with the same formula, charge and spin (eV) = 1.812
- charge = -1

Atoms and positions in Å:
C 0.786 -0.052 0.660
C -2.167 2.486 -0.641
N 0.803 1.285 0.633
O 1.738 -0.553 1.558
O 0.064 -0.870 0.067
O -2.680 1.473 -0.680
H 1.992 0.238 1.933
H 0.220 1.577 -0.086



3.
Density functional theory data (ωB97M-V/def2-TZVPD) for a molecular structure, C22H31IrN3P2 in a non-equilibrium geometry.

## Properties
- spin multiplicity = 5
- DFT total energy (eV) = -49194.555
- energy above the lowest of the compared OMol25 structures with the same formula, charge and spin (eV) = 0.131
- charge = +1

Atoms and positions in Å:
C 2.182 -3.063 2.705
C 1.961 -1.946 1.887
C 1.645 -2.148 0.515
C 1.430 -3.478 0.010
C 1.598 -4.580 0.890
C 2.025 -4.373 2.205
C 0.884 -3.573 -1.329
C 1.403 -2.596 -2.252
C 1.633 -1.288 -1.715
C 1.939 -0.219 -2.585
C 2.085 -0.475 -3.949
C 1.870 -1.759 -4.471
C 1.502 -2.810 -3.642
H 2.461 -2.904 3.749
H 1.445 -5.600 0.501
H 2.200 -5.220 2.880
H 0.547 -4.555 -1.685
H 2.337 0.345 -4.619
H 1.975 -1.918 -5.541
H 1.319 -3.816 -4.036
N 1.352 -1.050 -0.340
Ir -0.156 0.199 0.160
C 1.939 -0.548 2.449
H 2.606 0.105 1.869
H 2.234 -0.548 3.502
C 2.033 1.168 -2.019
H 2.731 1.215 -1.171
H 2.317 1.890 -2.789
P 0.265 0.269 2.290
P 0.436 1.741 -1.259
C -0.660 1.929 -2.711
H -1.675 2.209 -2.386
H -0.258 2.697 -3.387
H -0.702 0.963 -3.231
C 0.665 3.381 -0.502
H 1.049 4.095 -1.246
H -0.314 3.725 -0.127
H 1.367 3.301 0.342
C -0.803 -0.768 3.330
H -0.455 -0.815 4.371
H -1.829 -0.382 3.315
H -0.817 -1.787 2.926
C 0.333 1.923 3.002
H -0.683 2.335 3.006
H 0.716 1.914 4.029
H 0.964 2.581 2.394
H -0.579 -2.739 -1.144
H -0.681 -2.061 -0.630
C -4.609 3.035 -0.637
N -3.931 2.458 0.538
C -4.395 2.793 1.890
C -2.901 1.672 0.386
N -2.033 0.878 0.366
H -5.543 3.528 -0.363
H -4.856 2.246 -1.360
H -3.994 3.785 -1.150
H -4.518 1.880 2.483
H -3.698 3.458 2.418
H -5.355 3.299 1.869



4.
Density functional theory data (ωB97M-V/def2-TZVPD) for 4 unconnected molecules or ions with the total composition C26H58N4O9.

## Properties
- DFT total energy (eV) = -52283.777

Atoms and positions in Å:
C -0.791 -1.995 0.247
C -1.541 -2.783 -0.254
C -2.410 -3.715 -0.960
C -3.631 -3.024 -1.561
C -3.332 -1.846 -2.484
C -2.106 -1.962 -3.372
O -2.399 -2.861 -4.456
C -1.689 -0.593 -3.944
N -0.317 -0.194 -3.633
O -4.412 -2.513 -0.453
C -5.624 -3.033 -0.260
O -6.281 -2.792 0.708
H -0.340 -1.150 0.707
H -1.843 -4.195 -1.759
H -2.735 -4.511 -0.292
H -4.228 -3.781 -2.068
H -3.310 -0.947 -1.875
H -4.181 -1.748 -3.163
H -1.246 -2.338 -2.822
H -1.942 -3.689 -4.293
H -1.823 -0.619 -5.023
H -2.349 0.177 -3.549
H 0.287 -0.970 -3.417
H -0.264 0.502 -2.909
H -5.999 -3.687 -1.059
C -7.490 -1.469 8.095
O -6.510 -0.907 7.248
C -5.881 -1.830 6.367
C -6.292 -1.604 4.929
N -7.682 -1.973 4.703
C -8.215 -1.590 3.397
C -8.251 -0.112 3.029
O -9.175 0.666 3.769
C -8.721 1.119 5.028
H -7.745 -0.718 8.840
H -8.402 -1.744 7.553
H -7.108 -2.356 8.610
H -6.089 -2.859 6.675
H -4.802 -1.666 6.449
H -5.658 -2.219 4.283
H -6.086 -0.552 4.689
H -8.256 -1.564 5.428
H -9.241 -1.963 3.347
H -7.647 -2.117 2.628
H -8.583 -0.051 1.990
H -7.256 0.350 3.066
H -7.650 1.338 5.017
H -8.931 0.397 5.823
H -9.262 2.036 5.261
C 6.201 0.408 -7.121
O 6.667 0.650 -5.809
C 6.691 2.019 -5.427
C 5.636 2.327 -4.388
N 4.294 2.258 -4.948
C 3.213 2.328 -3.969
C 3.130 1.251 -2.894
O 2.771 -0.032 -3.369
C 3.824 -0.803 -3.911
H 6.417 -0.633 -7.355
H 5.121 0.568 -7.216
H 6.715 1.043 -7.848
H 6.577 2.666 -6.302
H 7.674 2.214 -4.990
H 5.806 3.340 -4.008
H 5.785 1.630 -3.552
H 4.199 1.405 -5.483
H 2.271 2.307 -4.523
H 3.268 3.301 -3.470
H 2.331 1.546 -2.209
H 4.044 1.191 -2.289
H 4.771 -0.618 -3.397
H 3.954 -0.622 -4.982
H 3.560 -1.854 -3.786
C 6.538 -0.638 2.071
O 6.300 0.432 2.961
C 7.209 1.519 2.847
C 6.542 2.744 2.262
N 6.212 2.552 0.856
C 5.373 3.590 0.268
C 3.983 3.831 0.849
O 3.065 2.779 0.622
C 3.129 1.700 1.534
H 5.914 -1.471 2.390
H 6.277 -0.387 1.036
H 7.584 -0.956 2.101
H 8.083 1.231 2.256
H 7.551 1.761 3.857
H 7.227 3.592 2.350
H 5.660 2.963 2.878
H 5.756 1.657 0.742
H 5.244 3.338 -0.788
H 5.924 4.535 0.303
H 3.568 4.699 0.332
H 4.011 4.085 1.916
H 3.388 2.035 2.542
H 3.843 0.935 1.214
H 2.142 1.238 1.564



5.
Density functional theory data (ωB97M-V/def2-TZVPD) for a single C6H9NO molecule in a non-equilibrium geometry.

## Properties
- DFT total energy (eV) = -9903.018
- energy above the lowest of the compared OMol25 structures with the same formula, charge and spin (eV) = 2.586

Atoms and positions in Å:
C 1.303 -1.445 0.470
C 0.412 -0.217 -0.139
C -0.115 1.822 -0.141
C -0.510 0.596 0.763
C -1.877 -0.568 -0.456
C -0.673 -0.798 -0.981
H 2.117 -1.792 -0.209
H 0.453 -2.125 0.764
H 1.783 -1.080 1.376
H 1.929 1.196 -0.152
H -0.750 1.990 -1.038
H 0.188 2.786 0.362
H -0.184 0.719 1.862
H -2.843 -0.893 -0.746
H -0.471 -1.349 -1.847
N 1.073 1.067 -0.626
O -1.835 0.091 0.737



6.
Density functional theory data (ωB97M-V/def2-TZVPD) for a molecular structure, C5H15N3 in a non-equilibrium geometry.

## Properties
- DFT total energy (eV) = -9895.318
- energy above the lowest of the compared OMol25 structures with the same formula, charge and spin (eV) = 3.833

Atoms and positions in Å:
C 1.089 -0.213 -0.603
C -0.370 0.234 -0.765
C -2.387 1.023 0.235
C 1.194 -1.699 -0.254
C 1.883 0.084 -1.877
N -1.030 0.583 0.475
N -0.710 -0.476 1.957
N -0.160 0.474 2.727
H -1.713 -0.486 2.132
H 1.521 0.374 0.215
H 0.854 0.435 2.687
H -0.489 1.405 2.394
H -0.399 1.120 -1.418
H -0.932 -0.551 -1.304
H -2.998 0.248 -0.258
H -2.402 1.919 -0.398
H -2.865 1.296 1.181
H 0.807 -2.307 -1.074
H 2.919 -0.241 -1.773
H 0.621 -1.942 0.637
H 2.233 -1.982 -0.083
H 1.881 1.150 -2.107
H 1.452 -0.446 -2.728



7.
Density functional theory data (ωB97M-V/def2-TZVPD) for 2 unconnected molecules or ions with the total composition C5H13N2O in a non-equilibrium geometry.

## Properties
- spin multiplicity = 2
- DFT total energy (eV) = -10403.119
- energy above the lowest of the compared OMol25 structures with the same formula, charge and spin (eV) = 2.252
- charge = +2

Atoms and positions in Å:
O 1.352 -2.468 -1.363
C 0.699 -1.631 -0.812
C 0.273 -0.388 -1.598
N 0.658 -0.635 -3.029
H 0.480 -1.666 0.262
H -0.789 -0.174 -1.542
H 0.809 0.484 -1.225
H 1.307 0.064 -3.394
H 1.132 -1.563 -3.033
H -0.151 -0.670 -3.655
N 0.270 2.124 2.520
C 0.106 1.087 1.547
C -1.922 -0.355 1.234
C -0.863 -0.018 1.946
H 0.411 3.072 2.146
H 1.005 1.957 3.223
H 1.071 0.641 1.264
H -0.325 1.506 0.635
H -2.615 -1.095 1.611
H -2.183 0.196 0.338
H -0.726 -0.467 2.924



8.
Density functional theory data (ωB97M-V/def2-TZVPD) for 11 unconnected molecules or ions with the total composition C26H74O19S11 in a non-equilibrium geometry.

## Properties
- DFT total energy (eV) = -186238.687
- energy above the lowest of the compared OMol25 structures with the same formula, charge and spin (eV) = 4.828

Atoms and positions in Å:
O -24.013 3.432 15.760
S -25.353 4.002 15.521
O -25.700 5.250 16.126
O -25.669 4.059 13.892
C -27.003 4.443 13.522
C -26.749 5.262 12.252
C -26.611 2.764 16.092
H -27.476 5.084 14.265
H -27.639 3.599 13.256
H -26.223 6.185 12.493
H -27.695 5.456 11.745
H -26.019 4.881 11.538
H -26.757 2.844 17.169
H -26.191 1.791 15.837
H -27.547 3.011 15.591
O -33.012 1.445 10.293
S -33.484 2.810 10.583
O -32.575 3.921 10.871
O -34.450 3.223 9.356
C -34.747 4.547 9.082
C -35.508 4.534 7.755
C -34.736 2.561 11.933
H -33.914 5.250 9.103
H -35.469 4.846 9.842
H -34.796 4.321 6.957
H -35.725 5.594 7.620
H -36.283 3.768 7.756
H -35.583 1.973 11.580
H -35.089 3.519 12.315
H -34.331 1.949 12.739
O -23.988 -1.348 13.393
S -24.343 -1.680 11.991
O -24.363 -3.058 11.403
O -25.784 -0.931 11.640
C -26.393 -1.032 10.383
C -26.816 0.426 9.969
C -23.381 -0.749 10.832
H -27.279 -1.655 10.503
H -25.857 -1.635 9.650
H -27.031 0.270 8.912
H -25.937 1.066 10.045
H -27.754 0.762 10.411
H -22.336 -0.759 11.144
H -23.649 0.307 10.858
H -23.548 -1.145 9.830
O -25.858 -0.149 1.261
S -25.674 1.209 1.729
O -24.369 1.850 1.845
O -26.475 2.220 0.630
C -27.788 1.899 0.209
C -28.716 3.121 0.356
C -26.607 1.517 3.253
H -28.250 1.142 0.842
H -27.696 1.456 -0.783
H -28.291 3.974 -0.174
H -28.888 3.230 1.426
H -29.654 2.891 -0.149
H -25.921 1.272 4.064
H -27.452 0.841 3.126
H -26.928 2.556 3.335
C -25.805 -5.546 7.206
S -26.102 -4.377 5.842
O -25.044 -3.309 6.110
C -25.274 -5.314 4.538
H -26.401 -6.436 7.000
H -26.169 -5.111 8.137
H -24.792 -5.947 7.195
H -25.557 -6.272 4.101
H -24.269 -5.577 4.867
H -25.028 -4.699 3.673
C -20.707 -4.825 15.331
S -19.679 -6.024 16.346
O -19.421 -7.274 15.453
C -18.076 -5.189 16.289
H -20.957 -5.322 14.393
H -20.210 -3.865 15.191
H -21.653 -4.737 15.864
H -17.870 -4.912 15.255
H -17.243 -5.810 16.620
H -17.969 -4.291 16.899
C -25.852 -10.014 13.280
S -24.857 -9.310 14.701
O -23.369 -9.285 14.384
C -25.463 -7.552 14.592
H -25.485 -9.594 12.343
H -26.909 -9.760 13.360
H -25.746 -11.093 13.161
H -25.072 -6.888 15.363
H -26.525 -7.626 14.825
H -25.438 -7.056 13.622
C -31.471 -2.136 14.931
S -29.604 -1.640 14.841
O -29.291 -1.038 16.219
C -28.766 -3.205 14.852
H -31.955 -1.332 15.486
H -31.676 -3.025 15.528
H -31.875 -2.382 13.949
H -29.006 -3.682 13.902
H -28.942 -3.844 15.718
H -27.678 -3.149 14.846
C -20.803 4.181 6.778
S -22.189 3.871 8.000
O -22.941 2.601 7.643
C -21.316 3.641 9.631
H -21.184 4.123 5.759
H -20.009 3.480 7.032
H -20.379 5.172 6.941
H -20.573 4.417 9.815
H -20.786 2.689 9.668
H -22.007 3.755 10.467
C -19.311 0.979 15.391
S -17.954 0.724 14.122
O -18.659 0.033 12.946
C -17.857 2.456 13.503
H -20.304 0.996 14.943
H -19.098 1.952 15.832
H -19.135 0.270 16.200
H -16.876 2.925 13.579
H -18.652 3.066 13.933
H -18.090 2.475 12.438
C -33.427 -0.402 6.046
S -32.107 -1.643 5.579
O -31.019 -0.819 4.888
C -31.392 -2.058 7.211
H -33.552 0.394 5.312
H -33.194 0.029 7.020
H -34.418 -0.855 6.012
H -30.742 -1.250 7.549
H -30.798 -2.972 7.209
H -32.205 -2.287 7.899



9.
Density functional theory data (ωB97M-V/def2-TZVPD) for 10 unconnected molecules or ions with the total composition C6H31NO10 in a non-equilibrium geometry.

## Properties
- DFT total energy (eV) = -28688.581
- energy above the lowest of the compared OMol25 structures with the same formula, charge and spin (eV) = 3.030

Atoms and positions in Å:
O -1.704 2.718 3.887
C -1.481 2.642 2.691
N -0.433 1.906 2.252
C -0.171 1.457 0.882
C 0.184 -0.004 0.894
C 1.532 -0.328 1.682
C 1.948 -1.769 1.313
C -2.376 3.239 1.698
H 0.153 1.566 2.985
H 0.595 2.117 0.421
H -1.040 1.598 0.129
H 0.387 -0.276 -0.106
H -0.605 -0.698 1.350
H 1.201 -0.358 2.670
H 2.426 0.252 1.334
H 3.035 -2.003 1.480
H 1.564 -2.079 0.262
H 1.484 -2.487 1.988
H -2.780 4.260 1.786
H -3.290 2.666 1.466
H -1.891 3.387 0.743
H 0.158 5.131 1.184
H 0.546 4.313 2.393
O 0.942 4.826 1.621
H 1.665 -0.167 -4.285
H 0.924 1.190 -4.480
O 1.825 0.783 -4.410
H 2.613 1.486 -3.045
H 3.518 2.448 -2.345
O 2.731 1.947 -2.203
H 1.891 -0.069 -1.787
H 3.124 -0.784 -2.439
O 2.405 -0.870 -1.866
H -1.982 -4.160 0.200
H -0.717 -5.099 -0.439
O -1.108 -4.200 -0.166
H -2.517 -1.924 -1.761
H -2.219 -1.170 -0.747
O -2.855 -1.069 -1.479
H 1.823 -4.564 -0.789
H 2.295 -3.686 -1.895
O 2.264 -4.621 -1.636
H -0.667 -1.234 -4.683
H -0.017 -2.649 -4.189
O -0.645 -1.971 -3.976
H -3.729 -1.554 3.009
H -3.532 -2.056 1.513
O -3.786 -2.307 2.406



10.
Density functional theory data (ωB97M-V/def2-TZVPD) for a molecular structure, C14H23N4O10P2 in a non-equilibrium geometry.

## Properties
- DFT total energy (eV) = -59912.699
- charge = -1

Atoms and positions in Å:
O 0.286 -7.094 2.124
O -1.384 -0.836 1.430
O -3.125 -4.118 0.059
O -2.387 3.723 -0.004
O 0.758 1.993 -2.840
O -0.533 -0.713 -0.559
N 2.840 3.148 -0.712
O -2.464 1.238 0.304
O -1.494 2.744 2.022
O -1.372 1.033 -2.191
O -1.038 3.535 -2.699
C -0.523 -6.207 1.897
C -0.715 -1.346 0.506
C -1.910 -4.171 -0.112
C 4.142 3.337 -0.944
C 2.141 4.125 -0.139
C 4.801 4.514 -0.575
C 4.086 5.535 0.048
C 2.720 5.342 0.272
N -1.369 -4.575 -1.269
N 0.793 3.909 0.062
N -0.114 -5.046 1.392
C -1.989 -6.435 2.203
C 1.901 6.413 0.953
C -2.134 -4.888 -2.473
C -0.006 -2.695 0.720
C 0.036 2.613 -0.265
C -0.944 -3.873 1.052
P -1.600 2.559 0.457
P -0.410 2.275 -1.981
H -1.961 0.489 0.733
H -2.436 2.805 2.217
H -0.965 0.298 -1.647
H -0.922 3.225 -3.604
H 4.706 2.546 -1.427
H 5.862 4.615 -0.775
H 4.581 6.454 0.347
H -0.363 -4.604 -1.319
H 0.231 4.748 0.214
H 0.880 -4.963 1.261
H -2.378 -5.600 2.782
H -2.542 -6.521 1.270
H -2.093 -7.355 2.774
H 1.365 5.992 1.809
H 2.538 7.226 1.316
H 1.173 6.831 0.251
H -1.501 -5.399 -3.199
H -2.512 -3.961 -2.910
H -2.983 -5.525 -2.217
H 0.698 -2.571 1.544
H 0.578 -2.940 -0.170
H 0.598 1.754 0.097
H -1.542 -3.584 1.917



11.
Density functional theory data (ωB97M-V/def2-TZVPD) for 2 unconnected molecules or ions with the total composition C2H9N3O2S in a non-equilibrium geometry.

## Properties
- DFT total energy (eV) = -21618.411
- energy above the lowest of the compared OMol25 structures with the same formula, charge and spin (eV) = 0.925

Atoms and positions in Å:
C 0.618 -0.100 -0.548
C 1.375 -0.638 1.705
N 2.742 -0.383 1.338
N -3.961 0.730 -0.844
N 0.446 -0.484 0.618
O -2.775 -1.374 -0.817
O -2.341 0.425 1.006
S -2.477 0.002 -0.591
H -1.415 0.531 1.141
H 1.615 0.031 -1.060
H -0.235 0.030 -1.221
H 1.229 -1.662 2.031
H 1.075 0.088 2.564
H 2.835 -0.745 0.400
H 3.030 0.581 1.299
H -4.242 1.720 -0.563
H -4.745 0.096 -0.792